Record 1
# C28H46F2IN2O5

A cluster of 2 separate species, C28H46F2IN2O5 in total (the ωB97M-V functional and the def2-TZVPD basis, OMol25).

- charge = +1
- E_LUMO (eV) = -2.313
- energy above the lowest of the compared OMol25 structures with the same formula, charge and spin (kcal per mole) = 0.0
- F_max (eV/A) = 3.4
- frontier orbital gap (eV) = 8.7509

```
84
C28H46F2IN2O5 (the ωB97M-V functional and the def2-TZVPD basis)
C -3.0543 -2.6250 -0.5815
C -2.0960 -2.9680 -1.7080
O -1.3801 -1.8631 -2.2352
C -0.2003 -1.6053 -1.5022
C 0.6416 -0.5823 -2.2633
C 1.0100 0.7180 -1.5601
C 1.4521 0.6410 -0.0975
C 2.3499 -0.5386 0.2348
C 1.7825 -1.6468 1.1442
C 0.8600 -1.2118 2.2820
C 1.5407 -0.4214 3.3890
N 1.4192 1.0414 3.2453
C 0.0789 1.4991 3.3188
C -0.1159 2.9341 2.8665
O -0.8647 0.8212 3.6774
O 2.3160 1.7854 0.0872
C 1.7167 3.0132 -0.1998
C 2.8183 4.0870 -0.1949
C 2.8667 4.9087 1.0871
C 3.5458 6.2486 0.8694
I 4.0549 3.8468 2.5592
C 0.9651 3.1232 -1.5525
O 0.1833 4.2779 -1.4169
N 0.0662 1.9026 -1.8062
C -1.0650 2.0171 -0.8568
C -1.9476 0.7776 -0.8279
C -3.1833 0.9682 -0.0258
O -1.9513 0.1456 0.3765
C -0.3865 1.9091 -3.2354
C -1.2029 3.0791 -3.7214
F 0.7377 1.7940 -4.0159
H -3.5713 -1.6805 -0.7258
H -2.6003 -2.6454 0.4057
H -3.8280 -3.3917 -0.5821
H -2.6761 -3.3898 -2.5255
H -1.4145 -3.7650 -1.4022
H 0.3516 -2.5437 -1.4128
H -0.4192 -1.2964 -0.4755
H 1.5877 -1.0676 -2.4791
H 0.1816 -0.4903 -3.2428
H 1.9278 1.0409 -2.0464
H 0.6378 0.7589 0.6181
H 3.2321 -0.1480 0.7313
H 2.7384 -1.0284 -0.6555
H 2.6497 -2.1160 1.6102
H 1.3044 -2.4548 0.5983
H 0.4802 -2.1246 2.7375
H -0.0300 -0.7100 1.9054
H 1.0716 -0.7157 4.3307
H 2.5841 -0.7103 3.4780
H 1.9075 1.4738 4.0256
H -0.8655 2.9366 2.0789
H 0.8202 3.3522 2.5106
H -0.5153 3.4919 3.7086
H 1.0011 3.3145 0.5714
H 2.7598 4.7413 -1.0636
H 3.7561 3.5427 -0.2831
H 1.8830 5.0818 1.5123
H 3.6645 6.7974 1.7975
H 2.9702 6.8671 0.1794
H 4.5381 6.0941 0.4495
H 1.6907 3.2257 -2.3538
H 0.4276 4.8831 -2.1203
H -1.7513 2.8108 -1.1193
H -0.7597 2.1545 0.1715
H -2.0329 0.1735 -1.7261
H -3.1196 1.7762 0.6909
H -3.9014 0.1821 0.1442
H -0.9762 1.0168 -3.4270
H -1.4881 2.8473 -4.7435
H -0.6670 4.0207 -3.7545
H -2.1250 3.2360 -3.1720
F 0.2570 -5.8036 -0.1681
C -0.8915 -6.3931 0.2388
C -1.2326 -7.6276 -0.2728
C -2.4122 -8.2211 0.1533
C -3.2317 -7.5740 1.0692
C -2.8699 -6.3298 1.5660
C -1.6868 -5.7351 1.1526
H -0.5839 -8.1118 -0.9904
H -2.6919 -9.1919 -0.2318
H -4.1515 -8.0403 1.3945
H -3.5079 -5.8209 2.2757
H -1.3790 -4.7688 1.5323
```



Record 2
# C5H23NO6

A cluster of 7 separate species, C5H23NO6 in total (the ωB97M-V functional and the def2-TZVPD basis, OMol25).

- charge = 0
- E_LUMO (eV) = 0.307
- energy above the lowest of the compared OMol25 structures with the same formula, charge and spin (kcal per mole) = 64.7
- F_max (eV/A) = 5.1
- frontier orbital gap (eV) = 9.2236

```
35
C5H23NO6 (the ωB97M-V functional and the def2-TZVPD basis)
C 0.1366 2.8246 0.5847
N -0.5177 1.6911 -0.2715
C -1.9706 1.7534 -0.4870
C -2.7883 0.4142 -0.8273
C -2.5784 -0.6287 0.2084
C -2.5388 -0.4274 1.5321
H -0.3548 2.8614 1.5063
H 0.1742 3.7475 -0.0347
H 1.2199 2.4086 0.6752
H -0.0808 0.8938 0.1070
H -2.0332 2.5213 -1.3525
H -2.5591 2.1533 0.3284
H -2.6346 0.0066 -1.8463
H -3.8623 0.8357 -0.7060
H -2.6678 -1.6254 -0.1980
H -2.1155 0.4283 1.8796
H -2.5362 -1.1755 2.4372
H -0.1305 -2.3547 2.0332
H 0.8804 -1.9506 0.8847
O 0.0584 -1.6857 1.3338
H 2.4793 -1.6027 -0.1868
H 2.7565 -2.8221 0.7302
O 2.0850 -2.4582 0.1158
H 0.9010 1.0499 -1.8971
H 1.1276 -0.3173 -2.4651
O 1.5509 0.5014 -2.3843
H -0.2644 -1.7550 -1.0980
H 1.1325 -2.3571 -1.6237
O 0.3453 -1.8493 -1.9043
H 0.7168 -0.1211 1.8494
H 0.9139 1.2985 2.6952
O 1.2462 0.6549 2.0800
H 2.4727 0.4752 -0.9308
H 2.2713 0.2650 0.5628
O 2.7460 0.0471 -0.1802
```



Record 3
# C43H53N6O3SeTeTi

A structure of composition C43H53N6O3SeTeTi (the ωB97M-V functional and the def2-TZVPD basis, OMol25).

- charge = 0
- E_LUMO (spin up / spin down) (eV) = -0.001 / -0.029
- energy above the lowest of the compared OMol25 structures with the same formula, charge and spin (kcal per mole) = 33.8
- multiplicity = 2
- F_max (eV/A) = 2.2
- frontier orbital gap (spin up / spin down) (eV) = 6.4144 / 6.3991

```
108
C43H53N6O3SeTeTi (the ωB97M-V functional and the def2-TZVPD basis)
Ti -0.8012 -0.2154 -0.2497
C 1.6364 -1.0642 -2.5896
N 0.3064 -0.4616 -2.4520
C 0.3483 0.9063 -3.0119
C 0.4839 1.9807 -1.9504
C 1.0217 3.2172 -2.2767
C 1.1269 4.1885 -1.2942
C 0.7059 3.8878 -0.0124
C 0.1821 2.6290 0.2346
N 0.0606 1.7027 -0.7150
C -0.7463 -1.2933 -3.0793
C -2.0658 -0.5766 -2.9362
C -3.0055 -0.5223 -3.9517
C -4.0710 0.3581 -3.8368
C -4.1349 1.1898 -2.7285
C -3.1776 1.0538 -1.7421
N -2.1852 0.1615 -1.8283
C 1.9344 -2.1228 -1.5687
C 2.7765 -3.1846 -1.8728
C 3.0836 -4.0948 -0.8763
C 2.5132 -3.9228 0.3738
C 1.6760 -2.8393 0.5747
N 1.4064 -1.9346 -0.3658
H 2.3712 -0.2685 -2.4492
H 1.7699 -1.4647 -3.6039
H -0.5508 1.1004 -3.6004
H 1.1888 1.0041 -3.7065
H 1.3504 3.4062 -3.2904
H 1.5313 5.1643 -1.5298
H 0.7689 4.6055 0.7930
H -0.1715 2.3433 1.2196
H -0.7531 -2.2636 -2.5770
H -0.5416 -1.4541 -4.1469
H -2.8862 -1.1472 -4.8266
H -4.8154 0.4197 -4.6189
H -4.9195 1.9234 -2.6114
H -3.1996 1.6389 -0.8298
H 3.1711 -3.2951 -2.8746
H 3.7347 -4.9349 -1.0782
H 2.6858 -4.6253 1.1760
H 1.1816 -2.7000 1.5241
C 0.2065 -0.9478 3.0033
O 0.7020 -0.1312 1.9464
C 1.9071 0.5431 2.2799
C 3.0380 0.2633 1.3161
O 2.7911 0.8755 0.0629
C 3.9720 1.1388 -0.6564
H 0.9464 -1.7069 3.2817
H -0.7104 -1.4168 2.6522
H -0.0142 -0.3433 3.8844
H 2.2395 0.2257 3.2733
H 1.7143 1.6203 2.3215
H 3.1704 -0.8166 1.1920
H 3.9609 0.6661 1.7546
H 4.4783 0.2120 -0.9576
H 4.6737 1.7391 -0.0663
H 3.6937 1.7014 -1.5478
Se -1.3265 -5.2225 0.0058
C -1.3081 -3.4451 -0.0603
N -1.2418 -2.2826 -0.1386
C -4.1104 -1.1691 0.1767
C -3.2491 -0.5209 1.2753
O -3.7130 -0.6395 2.4084
N -2.1193 0.1857 0.9669
Te -1.9415 1.8200 3.4471
C -2.1321 2.4307 5.5023
C -2.1295 1.4600 6.5126
C -2.0234 -0.0242 6.2639
C -2.2913 1.8614 7.8400
C -2.4602 3.1875 8.1942
C -2.6513 3.5971 9.6288
C -2.4386 4.1397 7.1816
C -2.2689 3.7851 5.8501
C -2.2410 4.8740 4.8137
C -3.8048 2.5643 2.7381
C -3.8614 3.4652 1.6687
C -2.6671 4.1681 1.0867
C -5.0947 3.7793 1.0949
C -6.2808 3.2498 1.5719
C -7.6010 3.5658 0.9260
C -6.2107 2.4214 2.6826
C -5.0038 2.0652 3.2739
C -5.0799 1.1558 4.4678
H -4.6771 -1.9751 0.6382
H -3.5563 -1.5553 -0.6731
H -4.8231 -0.4180 -0.1764
H -1.6694 -0.2640 5.2661
H -3.0066 -0.4930 6.3561
H -1.3631 -0.4856 6.9993
H -2.2974 1.1008 8.6144
H -2.7842 2.7278 10.2719
H -3.5267 4.2386 9.7394
H -1.7887 4.1575 9.9955
H -2.5544 5.1883 7.4374
H -2.1541 5.8527 5.2861
H -3.1493 4.8661 4.2062
H -1.4005 4.7362 4.1313
H -1.8149 4.1408 1.7629
H -2.9146 5.2113 0.8786
H -2.3643 3.7118 0.1410
H -5.1173 4.4721 0.2586
H -7.4902 4.3231 0.1498
H -8.3211 3.9327 1.6588
H -8.0329 2.6735 0.4680
H -7.1274 2.0256 3.1084
H -5.9583 1.4065 5.0643
H -4.2049 1.2255 5.1044
H -5.1598 0.1197 4.1336
```